Density functional theory data (wB97M-V/def2-TZVPD) for C5H14MnN3S as an isolated structure.

Values from the calculation:
Calculated total energy   -1912.17306 Ha
2S+1   6
Frontier orbital gap (spin up / spin down)   3.1 / 5.1 eV
Total charge   -1
Highest occupied orbital energy (spin up / spin down)   -0.326 / -2.420 eV

The geometry in XYZ format:
```
24
C5H14MnN3S (wB97M-V/def2-TZVPD)
H 0.110 -3.278 -2.300
N -1.429 0.908 1.218
C -1.067 1.127 2.538
H 2.485 0.088 -1.684
H 1.564 -2.887 -3.281
N -0.336 -0.844 1.861
Mn 1.526 -1.230 -1.667
H -1.732 2.849 0.466
H 1.594 1.271 0.284
H 1.791 -3.649 -1.568
H -2.273 1.527 -0.623
N 1.458 1.286 -0.748
H 0.123 -1.754 1.881
H 2.208 1.861 -1.154
H -3.220 1.973 0.831
H 0.077 -0.170 3.884
C 1.161 -3.044 -2.259
C -2.210 1.865 0.418
H 0.522 1.665 -0.978
S -0.848 -0.915 -0.832
C -0.375 0.028 2.933
C -0.922 -0.283 0.756
H 1.145 -0.445 -3.006
H -1.352 2.051 3.031
```

Results of the Löwdin charge analysis, in e, for atoms 1 through 4: atom 1 (H): -0.084, atom 2 (N): -0.139, atom 3 (C): -0.087, atom 4 (H): -0.140

***

Density functional theory data (wB97M-V/def2-TZVPD) for a 11-piece molecular cluster, H22O11 overall.

Values from the calculation:
Calculated total energy   -840.29078 Ha
2S+1   2
Frontier orbital gap (spin up / spin down)   9.8 / 1.8 eV
Total charge   +1
Highest occupied orbital energy (spin up / spin down)   -13.301 / -13.299 eV
Energy above the lowest of the compared OMol25 structures with the same formula, charge and spin   479.9 kJ/mol

The geometry in XYZ format:
```
33
H22O11 (wB97M-V/def2-TZVPD)
O 1.338 2.947 -2.655
O -0.414 -2.928 -0.237
O 2.087 -3.311 0.750
H -1.126 3.266 3.376
H -0.650 0.580 0.755
H -2.078 3.838 -0.616
O -3.984 0.775 -3.276
H 1.955 -3.985 -2.771
O -0.873 2.401 3.429
H -1.227 0.883 -3.948
H -0.263 0.180 3.692
H 1.628 3.662 -3.137
O -1.238 0.093 -3.625
H 0.510 3.081 -2.102
H -0.715 -0.822 0.424
H -1.135 -3.402 0.179
O 3.102 -1.242 3.158
O -2.029 4.268 0.291
O 0.352 -0.525 4.024
H 3.828 -1.206 3.661
H 1.722 -2.854 -2.097
H -0.329 -0.174 -3.662
O 2.183 -3.083 -2.953
H 0.016 -2.390 0.475
H -3.900 0.017 -3.832
H 2.950 -3.229 1.126
H -0.086 -1.139 3.400
O -0.620 -0.289 1.325
H -1.765 5.098 0.232
H -0.087 2.286 2.946
H -3.110 0.906 -3.057
H 2.267 -1.281 3.729
H 1.691 -2.420 0.995
```

Results of the Löwdin charge analysis, in e, for atoms 1 through 4: atom 1 (O): -0.049, atom 2 (O): -0.048, atom 3 (O): 0.070, atom 4 (H): 0.000

***

Density functional theory data (wB97M-V/def2-TZVPD) for C3H3NOS2 as an isolated structure.

Values from the calculation:
Calculated total energy   -1042.26318 Ha
2S+1   1
Frontier orbital gap (spin up / spin down)   5.7 / 7.6 eV
Total charge   0
Highest occupied orbital energy (spin up / spin down)   -6.461 / -8.069 eV
Energy above the lowest of the compared OMol25 structures with the same formula, charge and spin   618.3 kJ/mol

The geometry in XYZ format:
```
10
C3H3NOS2 (wB97M-V/def2-TZVPD)
S 2.421 -0.909 -0.034
N -2.084 0.069 -0.363
H 2.835 1.347 -0.138
S 0.539 -1.748 -0.029
C 0.531 0.951 -0.035
H -3.232 -0.870 0.855
O -2.633 -1.119 0.102
C 1.912 0.744 -0.061
H -0.071 1.805 -0.107
C -0.218 -0.270 -0.189
```

Results of the Löwdin charge analysis, in e, for atoms 1 through 4: atom 1 (S): 0.603, atom 2 (N): -0.024, atom 3 (H): 0.071, atom 4 (S): 0.680

***

Density functional theory data (wB97M-V/def2-TZVPD) for a 2-piece molecular cluster, C3H2ClO3 overall.

Values from the calculation:
Calculated total energy   -800.96562 Ha
2S+1   1
Frontier orbital gap (spin up / spin down)   8.3 / 8.3 eV
Total charge   +1
Highest occupied orbital energy (spin up / spin down)   -14.548 / -14.550 eV
Energy above the lowest of the compared OMol25 structures with the same formula, charge and spin   18.3 kJ/mol

The geometry in XYZ format:
```
9
C3H2ClO3 (wB97M-V/def2-TZVPD)
C 1.383 -0.517 0.041
Cl -1.582 -2.846 0.071
H 1.782 0.048 0.874
O 0.286 -1.112 0.071
C -0.951 2.087 -0.017
O -2.038 2.455 0.092
O 0.093 1.586 -0.113
H 1.925 -0.261 -1.020
C -0.897 -1.441 0.001
```

Results of the Löwdin charge analysis, in e, for atoms 1 through 4: atom 1 (C): 0.151, atom 2 (Cl): 1.002, atom 3 (H): 0.131, atom 4 (O): -0.018